[1]
# C15H23CrF3NO2P

A structure of composition C15H23CrF3NO2P in a non-equilibrium geometry (wB97M-V/def2-TZVPD, the Open Molecules 2025 dataset).

```
46
Properties=species:S:1:pos:R:3:mulliken_charge:R:1
C 0.375 2.994 -2.384 -0.72
C -0.886 2.502 -2.038 -0.68
C -1.020 1.515 -1.043 0.78
C 0.110 1.043 -0.389 0.27
C 1.373 1.468 -0.800 0.99
C 1.511 2.483 -1.754 -0.74
C -2.376 0.974 -0.691 -1.43
C -2.395 -0.530 -0.313 0.16
N -2.608 -1.365 -1.455 0.03
Cr -0.108 -0.237 1.312 -1.15
C 2.575 0.755 -0.226 -1.17
P 1.952 -0.905 0.275 1.06
H -1.789 2.869 -2.530 0.38
H 2.515 2.826 -2.008 0.45
H 0.472 3.793 -3.123 0.36
H 2.953 1.226 0.696 0.40
H 3.401 0.642 -0.943 0.55
H -2.780 1.516 0.179 0.48
H -3.080 1.123 -1.521 0.30
H -1.470 -0.880 0.258 0.07
C 3.228 -1.570 1.353 -1.23
C 1.989 -1.832 -1.290 -1.38
H -3.276 -0.703 0.324 0.64
C -1.622 -1.402 -2.500 -0.65
C -3.248 -2.634 -1.204 -0.97
H -0.242 -1.834 2.884 0.06
H -2.038 -1.989 -3.333 0.44
H -1.374 -0.395 -2.859 0.21
H -0.683 -1.898 -2.181 0.04
H -3.517 -3.095 -2.164 0.31
H -2.593 -3.336 -0.657 0.30
H -4.155 -2.472 -0.607 0.32
H 3.013 -1.928 -1.680 0.42
H 1.574 -2.828 -1.086 0.39
H 1.365 -1.340 -2.047 0.32
H 4.230 -1.513 0.910 0.39
H 3.202 -1.009 2.295 0.30
H 2.976 -2.617 1.558 0.38
H -0.634 -2.195 2.321 -0.04
F -0.490 2.629 5.248 -0.24
C 0.597 2.218 4.561 0.77
F 1.244 3.308 4.065 -0.24
F 1.438 1.572 5.407 -0.24
C 0.179 1.256 3.365 0.65
O -1.027 1.173 3.018 -0.62
O 1.136 0.620 2.797 -0.72
```

Computed properties:
* gap between HOMO and LUMO (spin up / spin down): 7.523 / 8.631 eV
* E_LUMO (spin up / spin down): 0.01507 / 0.01123 Eh
* charge: 0
* 2S+1: 5

[2]
# C15H23CrN3OS6Sb

A structure of composition C15H23CrN3OS6Sb (wB97M-V/def2-TZVPD, the Open Molecules 2025 dataset).

```
50
Properties=species:S:1:pos:R:3:mulliken_charge:R:1
Cr 0.284 0.633 -0.044 0.57
S -0.480 -3.166 2.882 -0.63
Sb -1.416 -1.559 1.632 0.88
S -0.339 0.540 2.199 -0.85
S -0.351 -1.480 -0.553 -0.49
S -3.599 -1.067 1.341 -0.59
C 1.016 -0.068 -5.175 -0.91
N 1.983 -0.234 -4.101 0.19
C 3.137 -0.992 -4.164 -0.53
C 3.718 -0.934 -2.956 -0.44
N 2.913 -0.127 -2.147 0.54
C 1.829 0.283 -2.869 0.27
S 0.550 1.264 -2.397 -0.63
C 3.260 0.105 -0.781 0.14
C 4.614 0.159 -0.496 -0.79
C 5.021 0.057 0.823 -0.41
C 4.064 -0.131 1.798 -1.00
C 2.729 -0.076 1.436 -0.29
N 2.316 0.108 0.168 0.67
H 1.450 -0.475 -6.084 0.32
H 0.799 0.989 -5.314 0.36
H 0.095 -0.593 -4.929 0.34
H 3.424 -1.520 -5.054 0.44
H 4.588 -1.432 -2.576 0.53
H 5.329 0.265 -1.297 0.59
H 6.074 0.098 1.068 0.43
H 4.314 -0.288 2.836 0.44
H 1.937 -0.155 2.168 0.39
C -3.468 4.369 -2.937 -1.39
C -2.881 3.971 -1.587 0.00
C -2.849 2.457 -1.442 -1.03
S -1.954 1.862 -0.014 0.85
O -0.589 2.614 -0.061 -0.59
C -2.941 2.501 1.352 -1.00
C -2.280 3.669 2.063 -0.05
C -3.151 4.121 3.229 -1.41
H -3.500 5.452 -3.049 0.39
H -4.485 3.991 -3.055 0.34
H -2.868 3.967 -3.755 0.32
H -3.472 4.408 -0.779 0.20
H -1.866 4.359 -1.482 0.25
H -2.362 1.980 -2.296 0.46
H -3.845 2.015 -1.350 0.48
H -3.076 1.632 1.999 0.51
H -3.910 2.769 0.925 0.55
H -2.104 4.492 1.368 0.29
H -1.302 3.346 2.422 0.23
H -4.145 4.426 2.893 0.35
H -2.700 4.968 3.746 0.38
H -3.279 3.316 3.954 0.34
```

Computed properties:
* gap between HOMO and LUMO (spin up / spin down): 6.267 / 6.197 eV
* E_LUMO (spin up / spin down): -0.02741 / -0.03146 Eh
* charge: 0
* 2S+1: 4

Energy above the lowest of the compared OMol25 structures with the same formula, charge and spin (kJ/mol)
0.0; 41.0
Molar mass (g mol⁻¹)
389.3; 627.5